60
Properties=species:S:1:pos:R:3 method="wB97M-V/def2-TZVPD" lumo_ev="-0.892 / -0.456" spin_multiplicity=7 gap_ev="7.484 / 7.941"
C -1.11 -1.41 1.29
C -1.01 -1.97 -0.04
C 0.40 -2.16 -0.33
H -1.84 -2.09 -0.76
C 1.15 -1.75 0.82
C 0.23 -1.27 1.81
H 0.51 -0.79 2.76
H -2.03 -1.03 1.78
H 0.83 -2.47 -1.30
H 2.25 -1.68 0.88
Eu -0.08 0.28 -0.09
Cl 1.98 1.33 -0.47
P 0.12 0.35 -3.80
C 1.21 -0.71 -4.82
C 0.79 -1.43 -5.95
H -0.24 -1.38 -6.27
C 1.70 -2.21 -6.67
H 1.36 -2.76 -7.54
C 3.04 -2.27 -6.28
H 3.74 -2.88 -6.85
C 3.46 -1.56 -5.16
H 4.50 -1.61 -4.85
C 2.56 -0.80 -4.43
H 2.90 -0.25 -3.55
C -1.53 -0.08 -4.49
C -2.17 -1.21 -3.95
H -1.68 -1.78 -3.16
C -3.41 -1.61 -4.42
H -3.89 -2.50 -4.00
C -4.05 -0.88 -5.43
H -5.03 -1.20 -5.79
C -3.43 0.24 -5.96
H -3.93 0.82 -6.74
C -2.18 0.64 -5.49
H -1.70 1.52 -5.92
C 0.40 1.99 -4.56
C 1.11 2.20 -5.75
H 1.52 1.35 -6.29
C 1.27 3.49 -6.26
H 1.82 3.64 -7.18
C 0.74 4.59 -5.59
H 0.87 5.59 -5.98
C 0.03 4.39 -4.40
H -0.39 5.24 -3.87
C -0.13 3.11 -3.88
H -0.66 2.96 -2.95
O -0.11 3.18 3.12
C 0.03 1.98 3.07
O 0.06 1.29 1.99
C 0.06 1.24 4.43
C 1.02 0.29 4.79
C 0.96 -0.38 6.02
C -0.06 -0.09 6.92
C -1.02 0.88 6.59
C -0.95 1.54 5.36
H 1.85 0.05 4.11
H 1.71 -1.13 6.28
H -0.12 -0.61 7.88
H -1.81 1.11 7.30
H -1.71 2.29 5.12

69
Properties=species:S:1:pos:R:3 method="wB97M-V/def2-TZVPD" lumo_ev="-9.397 / -9.336" spin_multiplicity=2 gap_ev="6.517 / 6.598" de_lowest_kj_mol=0.00 charge=+3
Ce -0.35 1.40 0.12
C -3.02 1.49 -2.03
N -2.95 0.12 -2.47
C -2.91 -0.11 -3.94
C -2.39 -0.80 -1.66
N -1.54 -0.38 -0.68
C -1.41 -1.24 0.49
C -2.57 -1.64 1.13
C -2.60 -2.73 2.01
C -1.49 -3.52 2.09
C -0.28 -3.17 1.44
C 0.80 -4.09 1.40
C 1.96 -3.74 0.80
C 2.15 -2.41 0.39
C 1.15 -1.48 0.45
N 1.45 -0.08 0.32
C 2.66 0.35 0.79
N 3.25 1.37 0.14
C 4.15 2.34 0.79
C 3.09 1.51 -1.30
N 3.22 -0.12 1.90
C 4.67 -0.23 2.13
C 2.41 -0.73 2.97
C -0.18 -1.91 0.80
N -2.67 -2.08 -1.89
C -1.74 -3.19 -1.63
C -3.99 -2.51 -2.39
H -3.75 2.03 -2.63
H -2.07 2.02 -2.17
H -3.34 1.57 -1.00
H -3.30 0.78 -4.42
H -3.54 -0.93 -4.25
H -1.88 -0.30 -4.25
H -3.51 -1.16 0.84
H -3.53 -3.03 2.49
H -1.50 -4.44 2.66
H 0.69 -5.07 1.85
H 2.77 -4.45 0.72
H 3.15 -2.08 0.10
H 5.21 2.14 0.58
H 3.99 2.33 1.87
H 3.92 3.34 0.41
H 2.99 0.57 -1.80
H 3.97 2.01 -1.71
H 2.25 2.14 -1.57
H 5.23 -0.04 1.21
H 4.89 -1.25 2.44
H 5.01 0.46 2.90
H 1.38 -0.43 2.90
H 2.80 -0.39 3.93
H 2.46 -1.82 2.93
H -0.71 -2.83 -1.55
H -1.82 -3.86 -2.48
H -2.02 -3.73 -0.72
H -4.67 -1.68 -2.46
H -4.38 -3.26 -1.70
H -3.89 -2.97 -3.38
N 0.89 3.69 0.50
C -0.02 4.74 0.00
C -1.30 4.75 0.81
N -2.05 3.46 0.65
H 1.10 3.87 1.47
H 1.78 3.74 0.01
H -0.25 4.54 -1.04
H 0.43 5.73 0.02
H -1.89 5.62 0.55
H -1.04 4.83 1.88
H -2.65 3.55 -0.16
H -2.69 3.35 1.43

Number 1: DFT total energy -2820.5664 Ha. Number 2: DFT total energy -1773.4121 Ha.